(1)
Density functional theory data (ωB97M-V/def2-TZVPD) for a molecular structure, C4H8O2.

The calculation puts the frontier orbital gap at 10.871 eV. For the energy above the lowest of the compared OMol25 structures with the same formula, charge and spin, the calculation gives 273.8 kJ/mol. The HOMO energy comes out at -9.86 eV. The lowest unoccupied orbital energy comes out at 1.007 eV. The value obtained for the max |F| is 2.44 eV Å⁻¹.

The geometry in ORCA input format:
```
! RIJCOSX wB97M-V def2-TZVPD def2/J DEFGRID3
* xyz 0 1
C -2.22 -0.09 -0.12
C -1.36 0.82 0.71
C 0.34 0.14 0.21
O 0.20 -0.73 -0.62
O 1.62 0.41 0.55
C 2.64 -0.37 -0.18
H -2.83 -0.82 0.43
H -2.77 0.36 -0.95
H -1.32 -0.65 -0.58
H -1.39 1.88 0.41
H -1.48 0.73 1.79
H 3.52 -0.44 0.46
H 2.28 -1.38 -0.43
H 2.91 0.14 -1.12
*
```

Table of Löwdin atomic charges, one value per atom, all in e:
1 C -0.1570
2 C -0.0673
3 C -0.3111
4 O 0.0010
5 O -0.0545
6 C -0.0315
7 H 0.0721
8 H 0.0721
9 H 0.0445
10 H 0.0815
11 H 0.0808
12 H 0.0888
13 H 0.0857
14 H 0.0948

=====

(2)
Density functional theory data (ωB97M-V/def2-TZVPD) for a single C4H8O2 molecule.

The calculation puts the frontier orbital gap at 10.736 eV. For the energy above the lowest of the compared OMol25 structures with the same formula, charge and spin, the calculation gives 238.7 kJ/mol. As for the structure (SMILES): COCCC=O. The HOMO energy comes out at -9.82 eV. The lowest unoccupied orbital energy comes out at 0.918 eV. The value obtained for the max |F| is 2.32 eV Å⁻¹.

The geometry in ORCA input format:
```
! RIJCOSX wB97M-V def2-TZVPD def2/J DEFGRID3
* xyz 0 1
C 1.29 0.74 -0.57
O 1.26 -0.65 -0.38
C 0.37 -1.03 0.63
C -1.05 -0.77 0.11
C -1.25 0.70 -0.15
O -1.44 1.49 0.76
H 1.41 0.90 -1.66
H 2.14 1.13 -0.04
H 0.53 1.35 0.04
H 0.52 -0.48 1.58
H 0.57 -2.09 0.79
H -1.77 -1.00 0.89
H -1.23 -1.36 -0.79
H -1.35 1.05 -1.20
*
```

Table of Löwdin atomic charges, one value per atom, all in e:
1 C -0.1158
2 O -0.1754
3 C -0.2312
4 C -0.1237
5 C -0.3110
6 O 0.0126
7 H 0.1151
8 H 0.0851
9 H 0.0986
10 H 0.1362
11 H 0.1279
12 H 0.1274
13 H 0.1220
14 H 0.1322

=====

(3)
Density functional theory data (ωB97M-V/def2-TZVPD) for a single C4H8O2 molecule.

The calculation puts the frontier orbital gap at 10.872 eV. For the energy above the lowest of the compared OMol25 structures with the same formula, charge and spin, the calculation gives 71.4 kJ/mol. As for the structure (SMILES): CC(=O)[C@@H](C)O. The HOMO energy comes out at -9.97 eV. The lowest unoccupied orbital energy comes out at 0.898 eV. The value obtained for the max |F| is 0.62 eV Å⁻¹.

The geometry in ORCA input format:
```
! RIJCOSX wB97M-V def2-TZVPD def2/J DEFGRID3
* xyz 0 1
C -1.90 -0.17 0.34
C -0.69 0.58 -0.15
O -0.75 1.48 -0.97
C 0.69 0.21 0.41
C 1.36 -0.85 -0.48
O 1.48 1.38 0.46
H -1.96 -1.15 -0.16
H -2.79 0.40 0.09
H -1.84 -0.34 1.42
H 0.62 -0.17 1.43
H 0.85 -1.82 -0.45
H 2.39 -0.99 -0.14
H 1.39 -0.51 -1.52
H 1.15 1.93 -0.27
*
```

Table of Löwdin atomic charges, one value per atom, all in e:
1 C -0.0012
2 C -0.3898
3 O 0.0871
4 C -0.3929
5 C -0.0329
6 O -0.0263
7 H 0.0935
8 H 0.0868
9 H 0.0873
10 H 0.1454
11 H 0.0812
12 H 0.0843
13 H 0.0891
14 H 0.0885

=====

(4)
Density functional theory data (ωB97M-V/def2-TZVPD) for 2 unconnected molecules or ions with the total composition C4H8O2.

The calculation puts the frontier orbital gap at 8.270 eV. For the energy above the lowest of the compared OMol25 structures with the same formula, charge and spin, the calculation gives 551.5 kJ/mol. The HOMO energy comes out at -7.64 eV. The lowest unoccupied orbital energy comes out at 0.631 eV. The value obtained for the max |F| is 0.73 eV Å⁻¹.

The geometry in ORCA input format:
```
! RIJCOSX wB97M-V def2-TZVPD def2/J DEFGRID3
* xyz 0 1
C -0.19 1.37 0.04
C -0.32 -0.13 0.11
C -1.54 -0.67 0.60
O 0.79 -0.90 0.46
C 2.03 -0.71 -0.08
O 2.36 0.13 -0.86
H -1.12 1.79 -0.36
H -0.06 1.73 1.07
H 0.65 1.67 -0.58
H -0.18 -0.39 -1.51
H -1.62 -1.73 0.83
H -1.09 -0.65 -0.82
H -2.40 -0.03 0.72
H 2.69 -1.48 0.34
*
```

Table of Löwdin atomic charges, one value per atom, all in e:
1 C -0.0294
2 C -0.5810
3 C -0.0405
4 O 0.0119
5 C -0.3071
6 O 0.0837
7 H 0.0980
8 H 0.1061
9 H 0.0742
10 H 0.1564
11 H 0.0703
12 H 0.1390
13 H 0.0689
14 H 0.1495